[1]
16
Properties=species:S:1:pos:R:3 method="wB97M-V/def2-TZVPD" lumo_energy_ev=0.65 energy_ha=-383.6913 mol_weight_g_mol=112.1 max_force_ev_per_a=9.313 total_charge=0 e_above_lowest_kcal_mol=137.32
C -0.662 -1.082 1.273
C -0.374 -0.708 -0.159
C -1.697 -0.377 -0.858
C -0.726 0.673 -0.565
C 0.966 1.095 0.424
C 0.957 -0.296 -0.305
H 0.185 -0.906 1.973
H -1.480 -0.574 1.734
H -0.880 -2.247 1.056
H -2.502 -0.564 -0.271
H -1.908 -0.432 -1.929
H -0.267 0.947 -1.593
H 1.419 1.804 -0.266
H 1.360 1.187 1.368
O -0.413 1.535 0.422
O 2.075 -0.915 -0.539



[2]
21
Properties=species:S:1:pos:R:3 method="wB97M-V/def2-TZVPD" lumo_energy_ev=0.73 energy_ha=-474.7432 mol_weight_g_mol=141.2 max_force_ev_per_a=1.988 total_charge=0 e_above_lowest_kcal_mol=14.44
C -0.851 1.942 -2.010
C 0.251 0.989 -1.649
C 2.279 0.348 -1.371
C 0.252 -0.384 -1.798
N 1.527 1.416 -1.444
N 1.544 -0.756 -1.687
H 3.280 0.363 -0.974
H -0.430 2.910 -1.741
H -1.822 1.687 -1.599
H 1.869 -1.687 -1.483
H -0.561 -1.050 -2.017
H -1.019 1.936 -3.080
C 0.249 -1.290 1.966
C -1.217 -0.996 1.929
O -1.999 -1.302 1.055
N -1.655 -0.250 2.991
H -2.603 0.084 2.928
H -1.111 -0.038 3.806
H 0.815 -0.413 1.628
H 0.560 -2.238 1.556
H 0.640 -1.273 2.994



[3]
13
Properties=species:S:1:pos:R:3 method="wB97M-V/def2-TZVPD" lumo_energy_ev=3.39 energy_ha=-1476.4298 mol_weight_g_mol=183.2 max_force_ev_per_a=4.530 total_charge=-1 e_above_lowest_kcal_mol=1.74
C 0.281 -1.453 0.142
C 0.338 0.335 -1.467
N -1.475 0.634 1.409
N -0.503 -0.498 -0.683
O -0.295 -2.235 0.862
O 1.524 -1.244 0.049
P 1.960 0.260 -0.548
S 1.575 1.555 0.921
S -1.972 -0.132 -0.003
H 0.474 -0.017 -2.500
H -0.005 1.528 -1.407
H -0.744 1.326 1.266
H -1.157 -0.059 1.958



[4]
19
Properties=species:S:1:pos:R:3 method="wB97M-V/def2-TZVPD" lumo_energy_ev=3.90 energy_ha=-494.1054 mol_weight_g_mol=141.2 max_force_ev_per_a=1.454 total_charge=-1 e_above_lowest_kcal_mol=10.87
C 2.355 1.954 -2.950
C 1.579 1.861 -1.634
O 1.771 2.665 -0.727
O 0.719 0.904 -1.641
H 1.807 2.664 -3.581
H 2.485 0.994 -3.434
H 3.338 2.415 -2.859
C -2.649 -1.572 2.516
C 0.528 -1.455 1.046
C -1.445 -1.126 1.776
C -1.294 -0.386 0.625
N -0.273 -1.770 2.057
N -0.037 -0.606 0.174
H 1.525 -1.804 0.823
H 0.495 0.045 -0.639
H -2.019 0.258 0.152
H -2.366 -1.601 3.576
H -3.029 -2.555 2.252
H -3.492 -0.887 2.468



[5]
84
Properties=species:S:1:pos:R:3 method="wB97M-V/def2-TZVPD" s2=2.0064 lumo_energy_ev="-1.89 / -4.57" energy_ha=-2438.9073 mol_weight_g_mol=617.9 max_force_ev_per_a=0.585 total_charge=+1 multiplicity=3 e_above_lowest_kcal_mol=0.00
Pd 0.002 0.574 -0.630
C 4.395 -0.036 -2.228
C 4.131 0.281 -0.754
C 4.295 1.789 -0.539
C 5.184 -0.424 0.113
P 2.377 -0.216 -0.276
C 2.491 -0.179 1.588
N 1.164 -0.138 2.164
B 0.008 0.283 1.449
N -1.135 -0.277 2.098
C -2.397 -0.524 1.429
P -2.387 0.270 -0.258
C -3.339 -0.957 -1.312
C -4.599 -1.527 -0.648
C -3.714 -0.296 -2.640
C -2.373 -2.112 -1.600
C -3.343 1.852 -0.005
C -2.650 2.565 1.168
C -4.820 1.672 0.346
C -3.229 2.702 -1.274
C -0.669 -1.053 3.170
C -1.360 -1.839 4.074
C -0.628 -2.533 5.031
C 0.759 -2.436 5.082
C 1.458 -1.644 4.176
C 0.734 -0.959 3.216
C 2.086 -2.025 -0.707
C 1.782 -2.127 -2.209
C 0.809 -2.436 0.039
C 3.201 -3.002 -0.339
H 5.341 0.424 -2.520
H 3.617 0.361 -2.884
H 4.485 -1.107 -2.408
H 5.348 2.040 -0.683
H 4.004 2.113 0.459
H 3.720 2.377 -1.250
H 6.170 -0.120 -0.248
H 5.137 -1.508 0.057
H 5.124 -0.125 1.159
H 3.096 0.681 1.881
H 3.013 -1.080 1.922
H -3.256 -0.171 2.007
H -2.525 -1.601 1.286
H -5.355 -0.769 -0.464
H -4.389 -2.037 0.291
H -5.037 -2.267 -1.322
H -4.529 0.419 -2.525
H -4.055 -1.067 -3.334
H -2.860 0.211 -3.097
H -2.034 -2.610 -0.691
H -1.498 -1.770 -2.157
H -2.889 -2.859 -2.207
H -2.794 2.034 2.109
H -3.079 3.564 1.281
H -1.573 2.659 1.015
H -4.976 0.993 1.185
H -5.399 1.317 -0.505
H -5.229 2.644 0.633
H -2.211 2.685 -1.667
H -3.499 3.736 -1.048
H -3.893 2.353 -2.063
H -2.440 -1.913 4.039
H -1.145 -3.154 5.750
H 1.303 -2.981 5.841
H 2.536 -1.563 4.227
H 0.952 -1.471 -2.489
H 1.491 -3.155 -2.440
H 2.636 -1.877 -2.834
H -0.005 -1.731 -0.190
H 0.935 -2.482 1.120
H 0.491 -3.421 -0.314
H 4.085 -2.873 -0.962
H 2.836 -4.019 -0.503
H 3.492 -2.927 0.709
C -0.326 4.387 -0.994
S 0.721 2.938 -0.887
C 1.408 3.041 -2.540
O 1.746 3.255 0.115
H 0.355 5.233 -1.072
H -0.907 4.459 -0.081
H -0.975 4.327 -1.863
H 0.581 2.991 -3.248
H 2.067 2.189 -2.687
H 1.953 3.980 -2.632



[6]
19
Properties=species:S:1:pos:R:3 method="wB97M-V/def2-TZVPD" s2=0.7503 lumo_energy_ev="4.13 / 4.38" energy_ha=-198.7823 mol_weight_g_mol=74.2 max_force_ev_per_a=4.036 total_charge=-1 multiplicity=2 e_above_lowest_kcal_mol=31.53
C -0.916 1.891 -0.605
C -0.348 2.913 0.278
H -0.486 0.934 -0.288
H -1.981 1.949 -0.544
H -0.632 2.164 -1.642
H -0.532 3.994 0.158
H 0.731 3.016 0.273
H -0.534 2.697 1.314
C -0.097 -1.355 0.320
C 0.354 -2.663 0.970
C 0.839 -1.164 -0.911
H 0.054 -0.344 0.996
H -1.112 -1.357 0.063
H 1.257 -2.590 1.551
H -0.414 -3.168 1.484
H 0.881 -2.227 -1.371
H 1.908 -0.872 -0.631
H 0.595 -3.444 0.315
H 0.432 -0.374 -1.730



[7]
18
Properties=species:S:1:pos:R:3 method="wB97M-V/def2-TZVPD" lumo_energy_ev=0.95 energy_ha=-955.9415 mol_weight_g_mol=124.3 max_force_ev_per_a=2.084 total_charge=0 e_above_lowest_kcal_mol=14.39
C -1.936 1.735 1.636
S -3.197 0.674 0.858
H -1.437 2.368 0.892
H -2.404 2.356 2.357
H -1.158 1.245 2.216
H -2.353 -0.332 0.660
C 2.704 -0.745 0.376
C 1.691 -0.914 -0.741
S -0.031 -0.886 -0.117
C -0.918 -0.459 -1.638
H 3.741 -0.787 0.023
H 2.595 -1.418 1.239
H 2.558 0.317 0.776
H 1.790 -1.899 -1.248
H 1.791 -0.087 -1.482
H -1.071 0.661 -1.779
H -0.442 -0.892 -2.562
H -1.924 -0.938 -1.465



[8]
18
Properties=species:S:1:pos:R:3 method="wB97M-V/def2-TZVPD" s2=0.7545 lumo_energy_ev="-3.77 / -7.07" energy_ha=-1009.8180 mol_weight_g_mol=137.3 max_force_ev_per_a=0.496 total_charge=+1 multiplicity=2 e_above_lowest_kcal_mol=5.43
C 1.378 -1.758 1.842
S 1.016 -1.253 0.149
S 1.207 0.710 0.350
C 1.321 1.247 -1.353
H 2.384 -1.476 2.128
H 0.647 -1.305 2.511
H 1.260 -2.837 1.833
H 0.371 1.047 -1.847
H 1.494 2.321 -1.298
H 2.142 0.743 -1.848
C -2.700 -0.431 -0.098
C -2.297 1.620 -1.123
N -1.788 0.606 -0.576
H -3.725 -0.267 -0.436
H -2.665 -0.451 0.995
H -2.337 -1.388 -0.456
H -1.660 2.400 -1.522
H -3.372 1.782 -1.215



[9]
81
Properties=species:S:1:pos:R:3 method="wB97M-V/def2-TZVPD" lumo_energy_ev=-3.39 energy_ha=-6595.3367 mol_weight_g_mol=785.7 max_force_ev_per_a=0.458 total_charge=+1
Co -0.325 0.726 -0.081
C -0.325 2.957 -3.658
C 0.769 3.776 -3.448
C 1.572 3.567 -2.335
C 1.234 2.557 -1.461
N 0.146 1.784 -1.655
C -0.613 1.970 -2.729
C 2.065 2.096 -0.331
C 3.373 2.453 -0.060
C 4.098 1.661 0.816
C 3.556 0.480 1.306
C 2.238 0.184 1.007
N 1.506 1.065 0.317
C 0.351 -0.945 2.196
C -0.069 -1.982 3.245
C -1.492 -2.085 3.529
C -2.344 -1.147 3.098
C -1.896 -0.200 2.111
N -0.703 -0.180 1.612
H -0.965 3.080 -4.519
H 1.006 4.567 -4.147
H 2.442 4.183 -2.154
H -1.468 1.315 -2.821
H 3.830 3.296 -0.558
H 5.122 1.920 1.053
H 4.155 -0.214 1.873
H 0.529 -2.878 3.331
H -1.834 -2.932 4.112
H -3.397 -1.162 3.335
H -2.617 0.461 1.654
O -3.454 -1.176 -2.189
S -2.884 -1.014 -0.883
O -3.779 -0.996 0.245
O -1.984 0.186 -0.890
C -1.898 -2.508 -0.636
C -2.699 -3.649 -0.635
C -2.139 -4.909 -0.545
C -0.759 -5.060 -0.479
C 0.045 -3.938 -0.479
C -0.510 -2.653 -0.532
P 0.596 -1.241 -0.470
C 1.783 -1.394 -1.812
C 1.218 -1.422 -3.090
C 2.031 -1.485 -4.208
C 3.413 -1.518 -4.059
C 3.978 -1.488 -2.793
C 3.167 -1.427 -1.667
C 1.505 -1.154 1.191
C 2.404 -2.307 1.524
C 3.084 -2.445 2.668
C 3.056 -1.549 3.821
C 2.039 -0.764 4.196
C 0.682 -0.686 3.634
H -3.772 -3.537 -0.721
H -2.782 -5.779 -0.546
H -0.316 -6.046 -0.438
H 1.121 -4.058 -0.463
H 0.139 -1.396 -3.209
H 1.588 -1.512 -5.195
H 4.049 -1.570 -4.933
H 5.053 -1.517 -2.677
H 3.625 -1.409 -0.687
H 2.528 -3.075 0.772
H 3.749 -3.299 2.748
H 3.938 -1.556 4.451
H 2.175 -0.168 5.092
H 0.038 0.055 4.095
C -3.291 5.078 1.104
Si -3.134 3.347 0.423
C -3.533 3.350 -1.401
C -4.339 2.203 1.285
Se -0.970 2.807 0.945
H -4.315 5.443 0.980
H -2.619 5.761 0.582
H -3.047 5.112 2.167
H -4.585 3.629 -1.518
H -3.409 2.365 -1.849
H -2.931 4.078 -1.949
H -5.348 2.622 1.247
H -4.072 2.073 2.336
H -4.377 1.222 0.805



[10]
12
Properties=species:S:1:pos:R:3 method="wB97M-V/def2-TZVPD" lumo_energy_ev=-0.40 energy_ha=-414.5848 mol_weight_g_mol=112.1 max_force_ev_per_a=14.425 total_charge=0 e_above_lowest_kcal_mol=164.00
C 0.035 0.659 0.328
C 0.063 0.780 -1.090
C 0.075 -0.750 -1.135
C -0.937 1.096 1.344
H 0.596 -2.193 1.437
H 1.094 1.191 0.537
H 0.968 1.001 -1.710
H -0.747 1.151 -1.679
N 0.321 -0.781 0.169
N -1.426 1.136 2.648
O -0.141 -1.726 1.189
O 0.098 -1.564 -2.039



[11]
102
Properties=species:S:1:pos:R:3 method="wB97M-V/def2-TZVPD" lumo_energy_ev=-2.41 energy_ha=-2169.3076 mol_weight_g_mol=566.7 max_force_ev_per_a=13.075 total_charge=+1 e_above_lowest_kcal_mol=91.74
C 3.392 -1.501 0.066
C 1.942 -1.689 -0.463
C 0.974 -0.517 0.051
C -0.381 -0.350 -0.410
N -1.282 0.729 0.082
C -0.985 2.207 -0.360
C -0.075 2.842 0.619
C -0.050 1.992 1.890
C -1.136 0.985 1.632
C -2.604 0.445 -0.025
C -3.270 0.244 -1.416
C -4.878 -0.002 -1.452
H 3.319 -1.706 1.151
H 3.733 -0.463 0.072
H 4.112 -2.240 -0.501
H 1.649 -2.620 -0.214
H 2.063 -1.626 -1.525
H 1.535 0.517 -0.056
H 0.829 -0.783 1.228
H -0.855 -1.507 -0.153
H -0.331 -0.296 -1.590
H -1.719 2.831 -0.430
H -0.653 2.306 -1.508
H -0.633 3.721 1.015
H 0.814 3.099 0.400
H -0.078 2.337 2.958
H 0.832 1.366 1.780
H -2.111 1.437 2.226
H -1.020 -0.009 2.298
H -3.269 1.066 0.398
H -2.847 -0.550 0.404
H -2.770 -0.695 -1.967
H -3.036 1.080 -1.893
H -5.264 -0.029 -2.404
H -5.320 0.755 -0.847
H -4.957 -0.925 -0.822
O -3.071 -3.574 -3.550
H -2.198 -3.158 -3.411
H -3.197 -3.711 -2.642
O 1.692 4.229 -2.731
H 1.746 3.356 -2.651
H 1.415 4.469 -1.853
O -7.242 2.974 -1.164
H -6.767 2.931 -0.349
H -6.608 3.503 -1.617
O 5.034 -2.376 3.907
H 5.526 -2.418 4.682
H 5.509 -2.087 3.142
O 3.771 1.331 2.666
H 3.205 1.981 2.473
H 3.109 0.610 2.884
O -1.941 -1.358 4.820
H -2.063 -1.937 4.127
H -2.844 -1.291 5.288
O -0.978 -4.266 -0.816
H -0.376 -4.344 -0.094
H -0.663 -3.781 -1.551
O 0.314 -4.025 1.735
H 1.213 -3.407 1.890
H -0.016 -4.804 2.128
O -0.207 -3.068 -3.581
H 0.175 -2.198 -3.745
H 0.294 -3.757 -4.234
O 3.640 -4.015 -3.758
H 2.969 -3.181 -3.819
H 3.663 -4.182 -2.946
O -4.252 -3.894 -1.030
H -5.073 -3.620 -1.501
H -4.082 -4.780 -0.888
O 4.025 0.471 -2.371
H 4.613 -0.157 -2.281
H 4.240 0.637 -3.306
O -1.950 5.145 -1.423
H -2.273 5.969 -1.757
H -1.068 5.368 -1.031
O 3.165 5.289 0.258
H 3.407 4.474 -0.210
H 3.817 5.940 -0.106
O 0.599 5.863 -0.326
H 0.179 6.258 0.357
H 1.376 5.836 0.253
O 2.748 -3.451 3.518
H 3.572 -3.226 3.644
H 2.477 -3.877 4.306
O 1.539 1.560 -2.951
H 2.372 1.131 -2.625
H 1.328 0.994 -3.797
O 4.409 -4.755 -1.154
H 3.900 -5.199 -0.389
H 5.314 -4.546 -1.127
O -2.067 3.597 4.340
H -2.833 3.629 3.737
H -1.511 4.062 3.864
O -2.516 3.238 -3.279
H -3.204 3.710 -3.955
H -2.334 4.046 -2.764
O 1.770 -0.375 3.805
H 2.072 -1.377 3.918
H 1.005 -0.068 4.299
O -1.787 -2.622 2.322
H -2.676 -3.159 2.234
H -1.070 -3.037 1.954



[12]
17
Properties=species:S:1:pos:R:3 method="wB97M-V/def2-TZVPD" lumo_energy_ev=-5.55 energy_ha=-363.9799 mol_weight_g_mol=118.2 max_force_ev_per_a=3.410 total_charge=+1 e_above_lowest_kcal_mol=21.13
C 1.035 0.067 0.100
C -0.285 0.554 0.346
C 1.562 -1.146 0.112
C -2.304 -0.406 0.163
C 1.553 1.466 -0.175
C 0.141 1.978 0.185
C 2.092 -2.310 0.136
C -3.362 -0.886 -0.387
N -1.358 0.023 0.759
H 2.351 1.792 0.487
H 1.850 1.632 -1.207
H -0.396 2.522 -0.593
H 0.085 2.563 1.103
H 2.108 -2.956 -0.729
H 2.554 -2.717 1.025
H -3.422 -1.917 -0.695
H -4.204 -0.260 -0.630



[13]
14
Properties=species:S:1:pos:R:3 method="wB97M-V/def2-TZVPD" lumo_energy_ev=0.02 energy_ha=-1119.3583 mol_weight_g_mol=152.2 max_force_ev_per_a=4.124 total_charge=-1 e_above_lowest_kcal_mol=154.25
N 0.817 -1.065 -1.009
C 0.211 0.026 -0.226
C -1.227 0.393 -0.694
O -1.461 0.413 -1.921
O -2.090 0.628 0.255
C 0.484 0.359 1.235
S 2.052 1.148 1.731
S 1.387 3.126 2.008
H -1.555 -2.671 -1.211
H 1.814 -1.038 -0.860
H 0.929 0.373 -0.963
H -0.254 1.087 1.586
H 0.360 -0.560 1.853
H -1.466 -2.219 -1.785



[14]
46
Properties=species:S:1:pos:R:3 method="wB97M-V/def2-TZVPD" lumo_energy_ev=0.72 energy_ha=-1167.9214 mol_weight_g_mol=344.4 max_force_ev_per_a=0.830 total_charge=0 e_above_lowest_kcal_mol=0.00
C -5.133 -0.745 -0.456
N -3.755 -1.073 -0.238
C -2.862 -1.518 -1.145
C -1.669 -1.710 -0.479
C -1.958 -1.339 0.845
N -3.214 -0.957 0.968
H -1.305 -1.343 1.695
C -0.366 -2.203 -1.020
N 0.748 -1.543 -0.378
C 1.515 -2.162 0.539
O 1.431 -3.347 0.788
C 2.541 -1.278 1.254
C 2.100 0.168 1.456
N 2.210 0.990 0.265
C 3.119 0.799 -0.733
O 3.354 1.659 -1.556
C 3.747 -0.577 -0.823
C 3.879 -1.293 0.512
H 4.202 -2.323 0.355
H 4.632 -0.793 1.127
H 3.124 -1.164 -1.504
H 4.721 -0.458 -1.302
C 1.577 2.295 0.374
C 0.076 2.200 0.411
C -0.642 1.758 -0.695
C -2.022 1.711 -0.716
C -2.723 2.089 0.414
C -2.037 2.505 1.542
C -0.655 2.564 1.535
H -0.127 2.907 2.413
H -2.581 2.789 2.429
H -3.801 2.057 0.417
H -2.522 1.381 -1.613
F 0.028 1.354 -1.798
H 1.895 2.858 -0.509
H 1.935 2.808 1.275
H 2.717 0.617 2.250
H 1.057 0.201 1.795
H 2.679 -1.737 2.238
H 0.848 -0.553 -0.537
H -0.251 -3.273 -0.817
H -0.321 -2.037 -2.101
H -3.125 -1.675 -2.172
H -5.230 0.064 -1.183
H -5.551 -0.428 0.498
H -5.684 -1.615 -0.820